The following is a quantum chemistry calculation of a structure of composition C40H50BCaN7P2S2, from OMol25.

The geometry in ORCA input format:
```
! RIJCOSX wB97M-V def2-TZVPD def2/J DEFGRID3
* xyz 0 1
Ca 0.13860 0.21082 0.42171
C 2.66957 -2.24753 -2.91157
P 1.17971 -1.95423 -1.84825
C 0.71704 -3.71727 -1.57075
C 0.05289 -1.47062 -3.20654
C -0.73748 -2.34095 -3.94896
C -1.54055 -1.85366 -4.96676
C -1.57395 -0.49484 -5.23833
C -0.79125 0.37635 -4.50241
C 0.03393 -0.10274 -3.49487
P 1.15906 0.96756 -2.51996
C 2.27119 1.56636 -3.87783
C 0.14926 2.48583 -2.40633
H 2.40630 -2.81743 -3.80328
H 3.40651 -2.79896 -2.33037
H 3.09664 -1.29010 -3.20220
H 0.85327 -4.33484 -2.45821
H -0.31332 -3.75369 -1.22052
H 1.35593 -4.09769 -0.77305
H -0.73796 -3.40192 -3.74628
H -2.14154 -2.53288 -5.55540
H -2.19564 -0.11188 -6.03471
H -0.82676 1.43278 -4.72311
H 1.67393 1.91364 -4.72057
H 2.96033 0.79428 -4.21842
H 2.84593 2.40361 -3.48051
H -0.15419 2.88725 -3.37285
H 0.74027 3.23676 -1.87755
H -0.73326 2.27452 -1.80783
C 4.00737 -1.64784 6.20292
C 3.79126 -2.92025 5.44076
C 4.21012 -4.14115 5.94240
C 4.00592 -5.31698 5.23982
C 3.39178 -5.27754 4.00051
C 2.97619 -4.06913 3.47319
C 3.15440 -2.88838 4.19285
N 2.74165 -1.65785 3.68304
C 1.69622 -1.41267 2.80121
N 0.66173 -2.26289 2.93736
C -0.42726 -2.59974 2.09675
C -0.75921 -1.82113 0.98454
C -1.82912 -2.29743 0.22266
C -2.53987 -3.44057 0.54802
C -2.18721 -4.16855 1.67008
C -1.12210 -3.76740 2.46048
C -0.75992 -4.58662 3.67459
N 1.73051 -0.37286 2.03616
C 2.92595 0.36107 1.97501
C 2.99421 1.59833 2.61400
C 4.15903 2.34025 2.58358
C 5.26988 1.85752 1.91361
C 5.20041 0.64028 1.26008
C 4.04478 -0.12583 1.28151
C 4.00052 -1.45375 0.58463
H 4.38674 -1.85947 7.19873
H 3.07483 -1.09088 6.29132
H 4.73257 -1.01102 5.69309
H 4.69661 -4.16969 6.90601
H 4.33104 -6.25620 5.65840
H 3.24210 -6.18842 3.43977
H 2.52566 -4.03270 2.49128
H 3.34485 -0.86788 3.86576
H 0.78273 -2.91121 3.70470
H -2.11517 -1.74339 -0.66415
H -3.37001 -3.76620 -0.06583
H -2.74151 -5.05657 1.93994
H -1.45407 -5.41763 3.78088
H -0.81933 -3.99432 4.58992
H 0.24397 -5.00894 3.59460
H 2.12014 1.96747 3.13474
H 4.20237 3.29522 3.08539
H 6.18811 2.42530 1.89520
H 6.06486 0.26696 0.72894
H 4.64140 -1.43347 -0.29485
H 2.97650 -1.68869 0.28540
H 4.36301 -2.24461 1.24529
C -1.34869 2.24732 3.38620
N -2.02101 3.04879 2.40910
C -3.33124 3.44641 2.45123
C -3.61288 3.99696 1.24899
N -2.49930 3.93259 0.45957
B -2.55520 4.22427 -1.04768
N -3.10833 2.93529 -1.77098
C -3.46373 2.98958 -3.09010
C -3.90729 1.77412 -3.48360
N -3.81371 0.94765 -2.39414
C -4.20660 -0.42707 -2.31751
C -3.30843 1.67512 -1.35109
S -3.04758 0.96383 0.15019
C -1.53382 3.33060 1.17192
S 0.08225 3.05414 0.78268
H -1.86885 2.33669 4.33847
H -0.31588 2.58753 3.49376
H -1.34171 1.19423 3.06424
H -3.93027 3.30057 3.32460
H -4.51955 4.43415 0.88566
H -1.47713 4.47360 -1.48083
H -3.34831 5.09704 -1.23520
H -3.39023 3.90765 -3.63541
H -4.27339 1.42791 -4.42697
H -5.25303 -0.55026 -2.60469
H -4.08259 -0.73294 -1.27470
H -3.57685 -1.04243 -2.96660
*
```

The calculation puts the LUMO energy at 0.51 eV.

The following is a quantum chemistry calculation of a structure of composition C40H50N6NaO4, from OMol25.

The geometry in ORCA input format:
```
! RIJCOSX wB97M-V def2-TZVPD def2/J DEFGRID3
* xyz -1 1
Na -0.29681 -0.25199 -0.28153
C 0.33008 3.32738 -0.38474
N -0.76087 2.61107 -1.02221
C -2.01876 3.00175 -0.41093
C -3.19097 2.14613 -0.84247
C -4.49034 2.52760 -0.51366
C -5.54038 1.73538 -0.94012
C -5.26781 0.60073 -1.69206
C -3.94398 0.29954 -1.96346
N -2.92970 1.04896 -1.53613
C -0.79058 2.83593 -2.47492
C -0.05065 1.81590 -3.29946
C 1.07284 2.03543 -3.99198
C 1.75445 0.92582 -4.66627
C 1.16199 -0.25772 -4.82526
C -0.25759 -0.43307 -4.39570
N -0.74214 0.61437 -3.49035
C 1.71667 2.76371 -0.58960
C 2.79805 3.63319 -0.47069
C 4.07843 3.14747 -0.65547
C 4.23539 1.81250 -0.98728
C 3.10171 1.02289 -1.08024
N 1.86531 1.47087 -0.85608
H 0.35523 4.37552 -0.73398
H 0.14434 3.36813 0.69051
H -1.91351 2.92887 0.67492
H -2.27398 4.05443 -0.63663
H -4.66691 3.43084 0.05821
H -6.56089 2.00153 -0.69384
H -6.06136 -0.04152 -2.04895
H -3.66680 -0.57321 -2.54579
H -1.82854 2.77206 -2.79820
H -0.42091 3.84529 -2.71769
H 1.52350 3.02068 -3.99841
H 2.77582 1.07998 -4.99313
H 1.66880 -1.11408 -5.25422
H -0.93544 -0.58041 -5.23988
H 2.62623 4.67933 -0.24815
H 4.93582 3.80241 -0.56032
H 5.21404 1.38819 -1.16677
H 3.16482 -0.01676 -1.36112
C -0.33487 -1.85438 1.89742
C 0.86538 -1.21687 2.30419
C 0.51138 0.11687 2.68659
C -0.89488 0.23173 2.51708
C -1.42346 -0.97937 2.04402
C -2.87971 -1.37521 1.91695
C -3.24864 -2.33518 3.05915
C -3.12793 -2.09172 0.58373
C -3.78574 -0.14730 2.01439
C 1.28378 1.25738 3.35980
C 0.51899 2.58372 3.18745
C 2.68988 1.49958 2.79707
C 1.37693 1.01218 4.87819
C 2.18936 -1.99144 2.33201
C 1.94548 -3.47411 2.00370
C 3.17574 -1.48383 1.27245
C 2.85261 -1.97662 3.71618
H -0.43140 -2.89083 1.60832
H -1.48599 1.09644 2.78341
H -2.64633 -3.24359 3.00463
H -4.30689 -2.61568 3.01203
H -3.05585 -1.86212 4.02451
H -2.52638 -2.99956 0.51261
H -2.86095 -1.45446 -0.26095
H -4.18061 -2.37430 0.47747
H -3.70979 0.30950 3.00404
H -4.82996 -0.42714 1.84704
H -3.50760 0.60387 1.27335
H 0.18393 2.69426 2.15631
H 1.16227 3.42985 3.44582
H -0.36074 2.62791 3.83083
H 2.65080 1.65642 1.71514
H 3.36723 0.67361 2.99823
H 3.12588 2.39229 3.25713
H 0.37461 0.86184 5.28312
H 1.83601 1.86762 5.38786
H 1.96132 0.12335 5.10814
H 1.51101 -3.59923 1.01063
H 1.27392 -3.93535 2.72902
H 2.89776 -4.01294 2.03173
H 2.66964 -1.47921 0.30872
H 4.06038 -2.13147 1.22062
H 3.51605 -0.46777 1.45972
H 2.14264 -2.32029 4.47123
H 3.19510 -0.98627 4.00418
H 3.72133 -2.64362 3.72891
O -1.12099 -3.82940 -4.70773
C 0.01536 -4.33118 -4.43423
O 0.59882 -5.27035 -4.98498
C 0.75306 -3.61418 -3.33271
C 1.83442 -4.06765 -2.62093
N 2.14036 -3.10765 -1.71884
N 1.32356 -2.03972 -1.80676
C 0.49376 -2.34809 -2.78608
C -0.59258 -1.43726 -3.24848
O -1.76049 -2.11892 -3.40670
O -0.75420 -0.29414 -2.35712
H -1.51349 -2.93421 -3.96936
H 2.37969 -4.99229 -2.70147
H 2.82646 -3.13859 -0.98468
*
```

The calculation puts the LUMO energy at 1.89 eV. As for the energy above the lowest of the compared OMol25 structures with the same formula, charge and spin: 102.8 kcal per mole.

Highest occupied orbital energy, record by record: -6.979 -4.001 eV
Electronic energy, record by record: -4119.2549 -2346.0419 Ha
Max |F|, record by record: 1.46 3.79 eV/Å